(i)
Below is a 2-piece molecular cluster, C2H2ClF2NO2 overall, with properties calculated with the ωB97M-V functional and the def2-TZVPD basis.

Each line ends with the Löwdin charge.
Atoms and positions in Å:
C  1.19  -0.23  0.40  -0.2057
C  -0.25  0.36  0.28  -0.2406
N  -0.90  0.69  -0.87  -0.3642
O  -0.45  0.22  -1.93  0.0866
O  -1.81  1.50  -0.78  0.1136
F  1.55  -0.97  -0.59  0.0642
F  -0.80  0.76  1.38  0.1833
Cl  -1.49  -2.35  0.25  0.0612
H  1.14  -0.79  1.27  0.0965
H  1.82  0.82  0.61  0.2051

The calculation puts the HOMO-LUMO gap (alpha / beta) at 8.8 / 6.1 eV.

(ii)
Below is a 2-piece molecular cluster, C2H2ClF2NO2 overall, with properties calculated with the ωB97M-V functional and the def2-TZVPD basis.

Each line ends with the Löwdin charge.
Atoms and positions in Å:
C  -0.25  0.35  -0.03  -0.0013
C  2.43  -0.21  -0.27  -0.7006
N  2.89  1.01  0.30  -0.4373
O  3.00  1.96  -0.44  0.0939
O  3.06  1.01  1.51  0.0436
F  -0.25  1.65  0.03  0.0171
F  2.51  -0.28  -1.60  0.0508
Cl  2.69  -1.67  0.57  0.7814
H  -0.30  -0.18  0.90  0.0744
H  -0.48  -0.07  -1.00  0.0781

The calculation puts the HOMO-LUMO gap (alpha / beta) at 7.2 / 9.1 eV.

The winner here is (ii), beating the second structure by 29.9 kJ/mol.

(i)
Below is the molecule C21H27N3O2, with properties calculated with the ωB97M-V functional and the def2-TZVPD basis.

Each line ends with the Löwdin charge.
Atoms and positions in Å:
C  5.51  -0.16  -2.94  0.0071
C  5.36  -0.16  -1.63  -0.1996
C  6.00  -1.14  -0.71  -0.1953
C  4.96  -2.08  -0.07  -0.1055
C  4.00  -1.28  0.80  -0.5112
O  4.27  -0.95  1.94  0.0628
N  2.85  -0.95  0.19  0.1068
C  1.82  -0.15  0.83  -0.2507
C  1.80  1.28  0.26  -0.0859
C  0.54  2.07  0.65  -0.5424
C  0.68  3.50  0.11  -0.0508
C  0.37  2.13  2.17  -0.0293
C  -0.69  1.40  0.01  -0.0809
C  -0.65  -0.06  0.27  -0.1435
C  0.47  -0.76  0.65  -0.1205
C  0.02  -2.08  0.85  -0.0732
N  -1.27  -2.17  0.61  0.0875
N  -1.68  -0.94  0.25  -0.0464
C  -3.04  -0.74  -0.02  -0.1864
C  -3.48  0.22  -0.93  -0.0101
C  -4.83  0.38  -1.16  0.0031
C  -5.77  -0.40  -0.49  -0.2792
O  -7.07  -0.15  -0.79  -0.0848
C  -8.07  -0.92  -0.16  -0.0897
C  -5.33  -1.37  0.41  -0.0125
C  -3.97  -1.53  0.64  -0.0044
H  5.03  0.56  -3.58  0.0489
H  6.13  -0.89  -3.44  0.0559
H  4.74  0.59  -1.15  0.0934
H  6.52  -0.61  0.10  0.1200
H  6.73  -1.74  -1.25  0.1111
H  4.42  -2.62  -0.84  0.1153
H  5.48  -2.80  0.57  0.1203
H  2.69  -1.22  -0.76  0.1481
H  2.09  -0.13  1.90  0.1526
H  1.86  1.21  -0.83  0.1299
H  2.69  1.81  0.61  0.1298
H  0.86  3.49  -0.96  0.0835
H  1.50  4.02  0.59  0.0857
H  -0.24  4.06  0.29  0.0852
H  1.29  2.47  2.64  0.0925
H  0.13  1.15  2.57  0.0875
H  -0.43  2.81  2.43  0.0876
H  -0.67  1.59  -1.07  0.1258
H  -1.60  1.84  0.41  0.1312
H  0.59  -2.94  1.14  0.1102
H  -2.77  0.81  -1.49  0.1045
H  -5.18  1.12  -1.86  0.1193
H  -9.01  -0.54  -0.55  0.0928
H  -8.05  -0.79  0.93  0.0956
H  -7.97  -1.98  -0.40  0.0958
H  -6.02  -2.00  0.93  0.1039
H  -3.62  -2.28  1.32  0.1087

The SMILES is C=CCCC(=O)N[C@H]1CC(C)(C)Cc2c1cnn2-c1ccc(OC)cc1. The calculation puts the HOMO-LUMO gap at 8.7 eV.

(ii)
Below is the molecule C21H27N3O2, with properties calculated with the ωB97M-V functional and the def2-TZVPD basis.

Each line ends with the Löwdin charge.
Atoms and positions in Å:
C  0.17  1.85  -1.85  0.0265
C  -0.65  0.76  -1.20  -0.5072
O  -0.90  -0.29  -1.76  0.0684
N  -1.09  1.04  0.05  0.0214
C  -0.63  2.17  0.85  -0.1348
C  -0.96  1.73  2.25  -0.0392
C  -1.65  0.61  2.25  -0.0032
C  -1.93  0.14  0.84  -0.3095
C  -3.44  0.29  0.57  -0.0865
C  -3.87  0.10  -0.89  -0.4121
C  -5.23  -0.59  -0.94  -0.0734
C  -3.94  1.44  -1.63  -0.0654
C  -1.52  -1.35  0.71  -0.4366
O  -2.33  -2.25  0.73  0.0958
N  -0.18  -1.53  0.73  0.0912
C  0.41  -2.82  0.43  -0.1579
C  1.91  -2.77  0.76  -0.1206
C  2.59  -1.72  -0.06  -0.1892
C  3.05  -1.84  -1.33  -0.0339
N  3.54  -0.64  -1.78  0.0912
C  3.39  0.29  -0.79  -0.2216
C  3.73  1.64  -0.77  -0.0355
C  3.46  2.34  0.39  -0.1030
C  2.87  1.72  1.49  -0.1140
C  2.53  0.39  1.47  -0.0335
C  2.79  -0.35  0.32  -0.1411
H  0.31  1.58  -2.90  0.0899
H  1.15  1.92  -1.38  0.0605
H  -0.32  2.81  -1.78  0.0841
H  -1.17  3.09  0.59  0.1314
H  0.44  2.35  0.72  0.0989
H  -0.64  2.31  3.10  0.1057
H  -2.02  0.07  3.10  0.1280
H  -3.92  -0.47  1.18  0.1187
H  -3.76  1.27  0.92  0.1287
H  -3.15  -0.55  -1.39  0.1193
H  -5.17  -1.57  -0.49  0.0773
H  -5.98  0.00  -0.41  0.0793
H  -5.56  -0.70  -1.97  0.0748
H  -4.69  2.08  -1.17  0.0801
H  -2.98  1.95  -1.60  0.0596
H  -4.20  1.28  -2.67  0.0791
H  0.41  -0.73  0.57  0.1046
H  0.27  -3.06  -0.63  0.1324
H  -0.10  -3.57  1.03  0.1236
H  2.04  -2.56  1.82  0.1164
H  2.34  -3.75  0.54  0.1175
H  3.07  -2.71  -1.96  0.1274
H  3.93  -0.48  -2.69  0.1577
H  4.19  2.11  -1.62  0.1108
H  3.71  3.39  0.44  0.1009
H  2.68  2.31  2.38  0.1021
H  2.07  -0.08  2.33  0.1147

The SMILES is CC(=O)N1CC=C[C@]1(CC(C)C)C(=O)NCCc1c[nH]c2ccccc12. The calculation puts the HOMO-LUMO gap at 8.9 eV.

The winner here is (ii), beating the second structure by 135.9 kJ/mol.

(i)
Below is the molecule C5H7NOS, with properties calculated with the ωB97M-V functional and the def2-TZVPD basis.

Each line ends with the Löwdin charge.
Atoms and positions in Å:
C  0.31  -0.19  -3.44  -0.1043
C  -0.69  -0.68  -2.45  -0.1573
C  -0.61  -0.63  -1.13  -0.1498
N  0.36  -0.07  -0.32  0.0179
C  0.27  0.24  1.02  -0.7578
S  1.57  0.87  1.85  0.6709
C  -1.03  0.03  1.74  -0.2627
O  -1.97  -0.60  1.33  0.0542
H  0.27  -0.87  -4.29  0.0703
H  0.04  0.82  -3.75  0.0760
H  1.35  -0.11  -3.06  0.0806
H  -1.69  -1.04  -2.79  0.1168
H  -1.42  -1.01  -0.52  0.0971
H  1.14  0.44  -0.77  0.1303
H  -1.00  0.51  2.77  0.1179

The SMILES is C/C=C\NC(=S)C=O. The calculation puts the HOMO-LUMO gap at 7.4 eV.

(ii)
Below is C5H7NOS as an isolated structure, with properties calculated with the ωB97M-V functional and the def2-TZVPD basis.

Each line ends with the Löwdin charge.
Atoms and positions in Å:
C  -2.27  -0.44  -0.55  -0.1092
C  -0.80  -0.52  0.29  -0.2435
C  0.37  0.28  0.03  -0.3492
C  1.51  2.05  -0.13  -0.2870
C  1.64  0.00  -0.11  -0.8030
H  -3.10  -0.88  0.60  0.1653
H  -2.17  -1.48  -1.43  0.1301
H  -2.56  0.57  -1.02  0.0376
H  -0.42  -1.60  0.45  0.1020
H  -1.20  -0.25  1.35  0.1143
H  1.86  3.13  -0.51  0.1887
H  2.06  -2.18  1.44  0.0899
N  0.33  1.70  0.10  0.1552
O  2.36  1.11  -0.22  0.0421
S  2.40  -1.49  -0.26  0.7667

The calculation puts the HOMO-LUMO gap at 8.3 eV.

The winner here is (i), beating the second structure by 429.1 kJ/mol.

(i)
Below is the molecule C5H7NOS, with properties calculated with the ωB97M-V functional and the def2-TZVPD basis.

Each line ends with the Löwdin charge.
Atoms and positions in Å:
C  -0.41  -1.14  -1.74  0.1313
C  0.17  -0.43  -0.66  -0.3210
C  1.38  -1.03  -0.08  -0.2485
N  2.25  -0.22  0.49  -0.3191
S  1.77  1.42  0.44  0.8448
C  -0.01  1.07  -0.41  -0.4812
O  -1.07  1.54  0.37  -0.2009
C  -1.13  0.63  1.53  -0.0841
H  -1.10  -0.63  -2.29  0.0334
H  -0.28  -2.20  -1.78  0.0629
H  1.60  -2.07  0.19  0.1173
H  0.14  1.58  -1.42  0.1369
H  -2.11  1.03  1.90  0.0984
H  -0.26  1.02  2.20  0.0834
H  -0.95  -0.56  1.24  0.1463

The SMILES is C=C1C=NS[C@@H]1OC. The calculation puts the HOMO-LUMO gap at 8.3 eV.

(ii)
Below is the molecule C5H7NOS, with properties calculated with the ωB97M-V functional and the def2-TZVPD basis.

Each line ends with the Löwdin charge.
Atoms and positions in Å:
O  -0.89  2.58  -0.02  0.0579
C  -1.05  1.38  -0.04  -0.1727
C  0.14  0.35  0.01  -0.4549
C  1.44  1.09  0.02  -0.5646
S  2.86  0.32  -0.03  0.7190
C  -0.18  -0.74  1.05  -0.1470
N  -0.89  -1.52  -0.02  -0.0263
C  -0.19  -0.73  -1.06  -0.1546
H  -2.04  0.97  -0.04  0.1234
H  1.32  2.18  0.09  0.0658
H  0.74  -1.25  1.41  0.1104
H  -0.65  -0.40  1.96  0.1065
H  -0.58  -2.52  0.01  0.1110
H  -0.78  -0.41  -1.89  0.0981
H  0.72  -1.29  -1.47  0.1281

The SMILES is O=CC1(C=S)CNC1. The calculation puts the HOMO-LUMO gap at 8.4 eV.

The winner here is (ii), beating the second structure by 112.7 kJ/mol.